ORCA calculation (the ωB97M-V functional and the def2-TZVPD basis) on C70H48I4N10O4Y as an isolated structure.

CARTESIAN COORDINATES (ANGSTROEM)
Y (-0.65, -0.39, -0.65)
I (-0.91, -3.88, 8.89)
C (-0.77, -3.26, 6.87)
C (0.18, -3.84, 6.05)
C (0.27, -3.43, 4.73)
C (-0.58, -2.45, 4.23)
C (-1.52, -1.88, 5.08)
C (-1.61, -2.27, 6.40)
C (-0.48, -2.05, 2.81)
C (0.71, -1.43, 2.41)
C (1.78, -1.09, 3.32)
C (2.77, -0.56, 2.57)
C (2.32, -0.60, 1.20)
C (3.12, -0.29, 0.10)
C (4.48, 0.23, 0.39)
C (5.42, -0.55, 1.06)
C (6.67, -0.06, 1.35)
C (6.99, 1.24, 0.98)
I (8.92, 2.00, 1.43)
C (6.09, 2.03, 0.30)
C (4.84, 1.52, 0.00)
C (2.80, -0.56, -1.24)
N (1.62, -1.06, -1.69)
C (1.79, -1.32, -3.01)
C (0.85, -1.90, -3.86)
C (1.29, -2.20, -5.24)
C (2.31, -3.12, -5.45)
C (2.72, -3.44, -6.74)
C (2.10, -2.84, -7.81)
I (2.72, -3.33, -9.78)
C (1.08, -1.91, -7.63)
C (0.68, -1.61, -6.34)
C (-0.44, -2.33, -3.49)
C (-1.31, -3.09, -4.35)
C (-2.40, -3.41, -3.61)
C (-2.17, -2.88, -2.29)
N (-0.99, -2.21, -2.26)
C (-2.98, -3.17, -1.18)
C (-2.63, -2.98, 0.16)
C (-3.39, -3.49, 1.28)
C (-2.69, -3.18, 2.39)
C (-1.52, -2.45, 1.96)
N (-1.52, -2.33, 0.61)
C (-4.30, -3.76, -1.47)
C (-5.24, -3.00, -2.16)
C (-6.50, -3.51, -2.44)
C (-6.81, -4.79, -2.03)
I (-8.72, -5.59, -2.47)
C (-5.90, -5.57, -1.34)
C (-4.65, -5.05, -1.07)
C (3.12, -0.93, -3.42)
C (3.75, -0.46, -2.32)
N (1.04, -1.07, 1.15)
H (0.84, -4.61, 6.42)
H (1.00, -3.88, 4.07)
H (-2.19, -1.12, 4.70)
H (-2.34, -1.82, 7.05)
H (1.76, -1.24, 4.39)
H (3.72, -0.18, 2.92)
H (5.16, -1.56, 1.34)
H (7.39, -0.68, 1.87)
H (6.34, 3.03, 0.02)
H (4.12, 2.12, -0.54)
H (2.79, -3.59, -4.61)
H (3.51, -4.16, -6.89)
H (0.61, -1.44, -8.47)
H (-0.12, -0.89, -6.18)
H (-1.11, -3.35, -5.37)
H (-3.25, -3.99, -3.90)
H (-4.33, -4.00, 1.22)
H (-2.93, -3.42, 3.41)
H (-4.99, -1.99, -2.46)
H (-7.23, -2.90, -2.96)
H (-6.16, -6.56, -1.02)
H (-3.92, -5.66, -0.54)
H (3.51, -1.00, -4.42)
H (4.75, -0.08, -2.24)
O (-6.82, 1.48, 0.95)
C (-6.06, 2.22, 1.72)
O (-6.50, 3.13, 2.39)
C (-4.60, 1.92, 1.74)
C (-3.69, 2.66, 2.46)
N (-2.47, 2.17, 2.19)
N (-2.52, 1.15, 1.33)
C (-3.80, 0.97, 1.05)
C (-4.21, -0.10, 0.06)
O (-5.41, -0.41, 0.00)
O (-3.29, -0.55, -0.65)
H (-6.32, 0.69, 0.52)
H (-3.86, 3.48, 3.13)
H (-1.58, 2.51, 2.53)
C (-3.05, 0.41, -4.05)
N (-3.61, 1.66, -3.57)
C (-5.02, 1.51, -3.29)
C (-2.89, 2.08, -2.36)
C (-1.44, 2.34, -2.66)
C (-1.20, 3.39, -3.55)
C (0.08, 3.73, -3.93)
C (1.13, 3.00, -3.40)
C (0.88, 1.96, -2.52)
C (-0.41, 1.56, -2.09)
H (-3.57, 0.10, -4.95)
H (-3.12, -0.39, -3.29)
H (-1.99, 0.56, -4.28)
H (-5.53, 1.14, -4.19)
H (-5.45, 2.48, -3.04)
H (-5.22, 0.82, -2.46)
H (-2.97, 1.32, -1.57)
H (-3.36, 3.00, -2.01)
H (-2.05, 3.94, -3.93)
H (0.26, 4.53, -4.63)
H (2.15, 3.23, -3.68)
H (1.75, 1.43, -2.16)
N (3.42, 3.85, 4.87)
C (4.45, 4.63, 5.30)
C (4.85, 5.06, 6.55)
C (5.94, 5.89, 6.61)
C (6.63, 6.27, 5.46)
C (6.25, 5.85, 4.20)
C (5.13, 5.02, 4.12)
N (4.50, 4.49, 3.03)
C (3.48, 3.81, 3.50)
C (2.49, 3.13, 2.70)
C (1.55, 2.25, 3.25)
C (0.61, 1.67, 2.42)
N (0.53, 1.90, 1.12)
C (1.42, 2.74, 0.59)
C (2.41, 3.37, 1.33)
H (2.72, 3.41, 5.45)
H (4.31, 4.76, 7.44)
H (6.27, 6.27, 7.57)
H (7.48, 6.93, 5.56)
H (6.78, 6.14, 3.32)
H (1.55, 2.01, 4.30)
H (-0.11, 0.97, 2.83)
H (1.30, 2.92, -0.46)
H (3.11, 4.05, 0.88)

Computed properties:
E_LUMO: 0.81 eV
Relative energy (zero: lowest compared OMol25 entry of this formula, charge and spin): 11.8 kcal per mole
Total charge: -1
HOMO-LUMO gap: 5.620 eV
E_tot: -129914.1092 eV